A molecular structure, C42H43GeN6OPRhS. Source: the Open Molecules 2025 dataset; level of theory: ωB97M-V/def2-TZVPD.

The geometry in XYZ format:
```
96
C42H43GeN6OPRhS | the Open Molecules 2025 dataset | ωB97M-V/def2-TZVPD
Rh -0.7140 -0.2955 -0.7547
C -5.2856 2.2920 -0.7526
N -5.0339 0.9548 -1.2807
C -5.9961 0.0454 -1.6851
C -5.3648 -1.0407 -2.1298
N -3.9796 -0.8053 -2.0023
C -3.7911 0.4657 -1.4849
S -2.4098 1.3518 -1.1487
C -3.0138 -1.7961 -2.3352
C -3.4574 -3.0930 -2.6045
C -2.5514 -4.0438 -3.0222
C -1.2198 -3.6891 -3.1769
C -0.8658 -2.4041 -2.8450
N -1.7281 -1.4762 -2.3867
H -6.3570 2.4695 -0.7779
H -4.7710 3.0333 -1.3600
H -4.9172 2.3691 0.2685
H -7.0497 0.2595 -1.6312
H -5.7760 -1.9276 -2.5670
H -4.4928 -3.3622 -2.4830
H -2.8850 -5.0528 -3.2287
H -0.4784 -4.3875 -3.5392
H 0.1567 -2.0674 -2.9363
C 3.1590 0.3301 0.4686
C 1.7107 -0.0116 0.4240
N 1.3685 -1.1868 -0.3948
C 2.2655 -1.7033 -1.1585
C 3.6372 -1.2898 -1.2358
C 4.0465 -0.2258 -0.3924
C 4.5390 -1.9289 -2.1793
C 4.5321 -3.2059 -2.5957
C 3.7624 -4.3389 -2.0448
C 3.4442 -4.4722 -0.6974
C 2.7013 -5.5760 -0.3287
N 2.2974 -6.5007 -1.2001
C 2.7013 -6.3089 -2.4549
N 3.4099 -5.2852 -2.9238
H 3.4762 1.0769 1.1902
H 1.3191 -0.1748 1.4326
H 1.9463 -2.5128 -1.8104
H 5.0800 0.1019 -0.4128
H 5.2779 -1.2723 -2.6317
H 5.1665 -3.4795 -3.4314
H 3.7851 -3.7571 0.0396
H 2.4142 -5.7284 0.7072
H 2.4226 -7.0705 -3.1748
C 0.8624 1.1213 -0.2413
Ge 0.8231 2.7945 0.7718
C 2.4771 3.7239 0.2807
C 2.6849 3.8942 -1.0914
C 3.8494 4.4703 -1.5795
C 4.8410 4.8828 -0.6984
C 4.6496 4.7340 0.6678
C 3.4761 4.1629 1.1508
C -0.6405 4.0136 0.3903
C -1.2754 4.6573 1.4540
C -2.2248 5.6474 1.2206
C -2.5418 6.0139 -0.0799
C -1.9107 5.3887 -1.1478
C -0.9671 4.3987 -0.9119
C 0.6028 2.2308 2.6252
C 1.5202 2.3846 3.6651
C 1.2256 1.9403 4.9518
C 0.0008 1.3457 5.2198
C -0.9253 1.1861 4.1960
C -0.6214 1.6143 2.9107
H 1.3194 1.3015 -1.2223
H 1.9239 3.5806 -1.8006
H 3.9824 4.5999 -2.6472
H 5.7540 5.3260 -1.0758
H 5.4100 5.0703 1.3623
H 3.3464 4.0912 2.2231
H -1.0402 4.3805 2.4757
H -2.7113 6.1362 2.0560
H -3.2704 6.7943 -0.2621
H -2.1481 5.6797 -2.1651
H -0.4870 3.9201 -1.7589
H 2.4787 2.8554 3.4917
H 1.9508 2.0708 5.7460
H -0.2365 1.0181 6.2245
H -1.8930 0.7442 4.4050
H -1.3558 1.4805 2.1199
C -1.6987 -2.4265 3.5123
P -1.5357 -2.5712 1.7420
C -0.0255 -3.4789 1.4358
C -2.8589 -3.6277 1.1615
O -1.5824 -1.2085 1.0862
H -1.6455 -3.4029 3.9974
H -2.6504 -1.9503 3.7501
H -0.8865 -1.7938 3.8729
H -0.1170 -4.5088 1.7866
H 0.8059 -2.9886 1.9444
H 0.1755 -3.4686 0.3634
H -2.9094 -4.5574 1.7303
H -2.6774 -3.8592 0.1095
H -3.8043 -3.0914 1.2500
```

Results
* E_LUMO (spin up / spin down): -2.5 / -3.5 eV
* HOMO level (spin up / spin down): -0.3113 / -0.3814 Ha
* <S²>: 6.0495
* multiplicity: 5
* total charge: +1
* maximum force: 0.7 eV/A

---

4 unconnected molecules or ions with the total composition C5H12O2. Source: the Open Molecules 2025 dataset; level of theory: ωB97M-V/def2-TZVPD.

The geometry in XYZ format:
```
19
C5H12O2 | the Open Molecules 2025 dataset | ωB97M-V/def2-TZVPD
C -2.0057 1.7581 -0.4704
C -0.9417 2.6028 -0.2763
O 0.5935 1.5888 0.8204
C 0.4146 0.3601 1.0221
C 1.1089 -0.6471 0.1180
O 0.5961 -1.9261 0.3760
C 1.2453 -2.9240 -0.3677
H -1.4979 0.5424 0.1906
H -2.1635 1.3027 -1.4466
H -2.8904 1.8532 0.1567
H -0.9294 3.3052 0.5474
H -0.2038 2.7636 -1.0530
H 0.2284 -0.0064 2.0488
H -0.9532 -0.0083 0.6284
H 0.9680 -0.3500 -0.9351
H 2.1910 -0.6089 0.3303
H 2.3179 -2.9783 -0.1248
H 1.1441 -2.7493 -1.4502
H 0.7779 -3.8784 -0.1145
```

Results
* E_LUMO: 1.0 eV
* HOMO level: -0.3449 Ha
* energy relative to the best compared isomer or geometry (same formula, charge and spin): 485.55 kJ/mol
* maximum force: 0.3 eV/A

---

5 unconnected molecules or ions with the total composition C6H16F6N4O8P at a distorted geometry. Source: the Open Molecules 2025 dataset; level of theory: ωB97M-V/def2-TZVPD.

The geometry in XYZ format:
```
41
C6H16F6N4O8P | the Open Molecules 2025 dataset | ωB97M-V/def2-TZVPD
C 3.6963 3.2596 1.2406
C 3.6340 3.7967 -0.2299
O 4.0054 4.9119 -0.5499
N 3.2446 2.7590 -1.2726
H 4.1091 2.5518 -1.7520
H 2.9294 1.9508 -0.7554
C 2.2488 3.1969 -2.2715
H 2.7294 3.0728 1.7078
H 4.2832 3.9736 1.8184
H 4.2910 2.3588 1.0894
H 2.7546 2.8818 -3.1841
H 2.2856 4.2584 -2.5161
H 1.2486 2.7818 -2.1470
C -3.2219 -2.0892 -3.7636
C -3.0647 -2.9152 -2.4802
O -3.5786 -2.5367 -1.4271
N -2.0986 -4.0241 -2.4083
H -1.8268 -4.1677 -3.3704
H -1.3224 -3.6529 -1.8792
C -2.6122 -5.2918 -1.6532
H -3.8182 -1.1785 -3.7072
H -3.5435 -2.7701 -4.5516
H -2.1972 -1.7250 -3.8381
H -3.1818 -5.7840 -2.4416
H -3.0832 -5.0722 -0.6951
H -1.7954 -5.9665 -1.3969
P -3.3533 4.4944 1.2594
F -2.1683 3.3689 0.9729
F -3.8210 4.0663 -0.1742
F -4.3654 3.3607 1.9376
F -4.4021 5.7308 1.2889
F -2.7761 4.8651 2.7635
F -2.2501 5.5679 0.6338
N 2.0972 -3.9443 7.4166
O 0.9764 -4.0745 6.9802
O 2.9489 -4.2446 6.5683
O 2.3329 -3.5754 8.5568
N 2.1437 -2.5118 1.0700
O 1.3165 -1.6790 0.7265
O 3.2470 -2.2690 1.5908
O 1.9584 -3.7352 0.8438
```

Results
* E_LUMO: -0.7 eV
* HOMO level: -0.1086 Ha
* total charge: -1
* maximum force: 6.7 eV/A

---

A single C20H35NOS molecule. Source: the Open Molecules 2025 dataset; level of theory: ωB97M-V/def2-TZVPD.

The geometry in XYZ format:
```
58
C20H35NOS | the Open Molecules 2025 dataset | ωB97M-V/def2-TZVPD
C -3.9658 -2.7013 1.7860
C -2.6400 -2.4702 1.0711
C -2.5408 -3.2936 -0.2114
C -1.1954 -3.1463 -0.9232
C -0.9802 -1.7511 -1.5063
C 0.2623 -1.6491 -2.3919
C 1.5835 -1.9259 -1.6732
C 1.8051 -1.0078 -0.4734
N 3.2173 -0.9563 -0.1301
C 3.5366 -0.1374 1.0343
C 4.7931 -0.6699 1.7159
C 3.7941 1.3140 0.5322
O 4.6621 1.2646 -0.5670
C 2.4926 2.0266 0.2259
C 1.5813 2.2812 1.2440
C 0.3592 2.8674 0.9749
C 0.0251 3.2039 -0.3303
S -1.5242 3.9371 -0.7763
C -2.7262 3.1503 0.3852
C -4.0920 3.7385 0.0696
C -2.7042 1.6408 0.2207
C 0.9517 3.0013 -1.3467
C 2.1744 2.4246 -1.0674
H -4.0804 -3.7502 2.0509
H -4.7979 -2.4190 1.1444
H -4.0192 -2.1101 2.6976
H -2.5428 -1.4096 0.8350
H -1.8174 -2.7416 1.7373
H -3.3432 -2.9979 -0.8915
H -2.6926 -4.3470 0.0380
H -0.3960 -3.3807 -0.2178
H -1.1466 -3.8762 -1.7353
H -0.9066 -1.0188 -0.7024
H -1.8516 -1.4875 -2.1112
H 0.1659 -2.3510 -3.2239
H 0.3020 -0.6408 -2.8115
H 2.4009 -1.7624 -2.3791
H 1.6273 -2.9695 -1.3554
H 1.4874 0.0046 -0.7319
H 1.1939 -1.3415 0.3828
H 3.5611 -1.9015 0.0099
H 2.7038 -0.1274 1.7575
H 5.0238 -0.0771 2.5973
H 4.6551 -1.7052 2.0232
H 5.6336 -0.6131 1.0282
H 4.3150 1.8726 1.3203
H 4.3874 0.4815 -1.0725
H 1.8288 2.0230 2.2641
H -0.3250 3.0616 1.7867
H -2.4296 3.4350 1.3976
H -4.8375 3.3346 0.7519
H -4.3806 3.4929 -0.9500
H -4.0746 4.8211 0.1705
H -3.4213 1.1836 0.9011
H -1.7150 1.2414 0.4378
H -2.9693 1.3712 -0.7996
H 0.6998 3.2946 -2.3545
H 2.8920 2.2689 -1.8584
```

Results
* E_LUMO: 0.7 eV
* HOMO level: -0.2940 Ha
* energy relative to the best compared isomer or geometry (same formula, charge and spin): 0.00 kJ/mol
* maximum force: 0.5 eV/A

---

2 unconnected molecules or ions with the total composition C16H17N at a distorted geometry. Source: the Open Molecules 2025 dataset; level of theory: ωB97M-V/def2-TZVPD.

The geometry in XYZ format:
```
34
C16H17N | the Open Molecules 2025 dataset | ωB97M-V/def2-TZVPD
C 2.9344 3.0705 -2.2694
C 2.5742 1.5996 -1.9284
C 3.5215 0.8615 -1.3091
N 2.9063 -0.3385 -0.8411
C 1.6655 -0.4981 -1.6031
C 0.6425 -1.5305 -1.4269
C -0.5774 -1.3486 -2.0106
C -0.7533 -0.0492 -2.5000
C 0.1595 0.9474 -2.5752
C 1.4502 0.8119 -2.1894
H 4.0110 3.2916 -2.2778
H 2.2134 3.7614 -1.7812
H 2.4857 3.3898 -3.1720
H 4.5671 1.0425 -1.0512
H 3.2822 -1.1626 -0.5487
H 1.0765 -2.4314 -0.8286
H -1.4325 -2.1205 -1.8401
H -1.8148 0.1269 -2.8269
H -0.1258 1.9647 -2.9884
C -2.8921 -2.7261 1.7969
C -2.3802 -1.3948 2.2771
C -1.3482 -1.2616 3.2280
C -0.7588 -0.0734 3.5953
C -1.4584 1.1059 3.2347
C -2.6529 1.0104 2.4589
C -2.9156 -0.2267 1.8533
H -3.1229 -3.3014 2.7390
H -2.2392 -3.2957 1.1070
H -3.8452 -2.6392 1.1546
H -0.6882 -2.1451 3.5899
H 0.1429 0.1552 4.1331
H -1.2452 2.1554 3.4597
H -3.2411 1.8636 2.1221
H -3.6325 -0.0754 1.1045
```

Results
* E_LUMO: 0.9 eV
* HOMO level: -0.2931 Ha
* energy relative to the best compared isomer or geometry (same formula, charge and spin): 314.56 kJ/mol
* maximum force: 4.9 eV/A

---

A single C17H31ClN6O molecule. Source: the Open Molecules 2025 dataset; level of theory: ωB97M-V/def2-TZVPD.

The geometry in XYZ format:
```
56
C17H31ClN6O | the Open Molecules 2025 dataset | ωB97M-V/def2-TZVPD
C 5.4119 4.9880 3.7082
C 5.9326 4.0348 2.6388
C 5.0400 3.9724 1.3979
C 3.6162 3.4700 1.6451
C 3.5638 2.0236 2.1328
C 2.1365 1.5079 2.3303
C 1.4027 1.2477 1.0156
C -0.0484 0.8063 1.2327
N -0.1500 -0.4645 1.9033
C -0.3578 -1.6267 1.2790
N -0.2971 -2.7297 2.0514
C -0.5480 -3.8453 1.4113
Cl -0.4882 -5.2781 2.3393
N -0.8420 -3.9894 0.1420
C -0.8741 -2.8316 -0.5458
N -1.1472 -2.9316 -1.8506
C -1.3296 -1.7883 -2.7073
C -2.6316 -1.0039 -2.4193
N -3.8865 -1.6495 -2.7104
C -4.2637 -2.7478 -1.8428
C -5.7473 -3.0444 -2.0748
O -5.9914 -3.3819 -3.4211
C -5.5866 -2.3400 -4.2768
C -4.1008 -2.0167 -4.0957
N -0.6399 -1.6310 -0.0222
H 5.2407 5.9764 3.2867
H 4.4789 4.6281 4.1339
H 6.1359 5.0804 4.5146
H 6.9244 4.3678 2.3233
H 6.0475 3.0368 3.0646
H 5.5169 3.3223 0.6599
H 4.9808 4.9739 0.9637
H 3.1195 4.1146 2.3722
H 3.0666 3.5547 0.7054
H 4.0868 1.9517 3.0876
H 4.0846 1.3803 1.4199
H 2.1832 0.5763 2.8986
H 1.5728 2.2336 2.9223
H 1.9261 0.4735 0.4517
H 1.3892 2.1554 0.4117
H -0.5780 1.5565 1.8279
H -0.5474 0.6916 0.2690
H 0.1119 -0.5334 2.8739
H -1.3788 -3.8569 -2.1744
H -1.3094 -2.1289 -3.7431
H -0.4929 -1.1048 -2.5387
H -2.5967 -0.0817 -3.0074
H -2.6321 -0.7372 -1.3602
H -4.0995 -2.4594 -0.8032
H -3.6911 -3.6670 -2.0515
H -6.0706 -3.9007 -1.4810
H -6.3393 -2.1590 -1.7992
H -5.7899 -2.6820 -5.2931
H -6.1765 -1.4349 -4.0679
H -3.8265 -1.1762 -4.7363
H -3.5109 -2.9021 -4.3916
```

Results
* E_LUMO: 0.8 eV
* HOMO level: -0.3072 Ha
* energy relative to the best compared isomer or geometry (same formula, charge and spin): 11.81 kJ/mol
* maximum force: 0.7 eV/A

---

19 unconnected molecules or ions with the total composition H37O19 at a distorted geometry. Source: the Open Molecules 2025 dataset; level of theory: ωB97M-V/def2-TZVPD.

The geometry in XYZ format:
```
56
H37O19 | the Open Molecules 2025 dataset | ωB97M-V/def2-TZVPD
O -0.6213 -0.4855 4.0914
H -0.6056 0.4665 4.2745
H 0.3096 -0.6167 3.7901
O 3.2073 1.4460 1.7700
H 2.4387 0.8823 2.0869
H 3.5477 1.7442 2.5933
O -3.5071 1.2119 1.4094
H -2.5849 1.0392 1.5100
H -3.5803 2.1447 1.2252
O 2.1475 -1.9116 -1.2223
H 1.9186 -2.0450 -0.2964
H 1.2348 -1.7162 -1.5328
O 0.0232 2.4326 -0.6912
H 0.7691 2.3739 -1.2625
H -0.0748 1.5621 -0.2008
O 1.5098 -0.4614 2.4660
H 0.7873 -0.2499 1.7872
H 1.6964 -1.3691 2.2168
O -3.5833 0.2792 -1.8813
H -3.1798 -0.6069 -1.7552
H -4.1961 0.1696 -1.1421
O -0.1524 0.0711 0.4116
H -1.0686 0.1165 0.6390
O -1.5588 -3.3977 0.9220
H -2.0784 -3.1689 0.0227
H -1.8012 -2.5277 1.5373
O 0.7998 -2.6347 -3.8971
H 0.3582 -2.3283 -3.1030
H 1.6744 -2.2342 -3.9094
O -2.5226 2.9455 -2.4173
H -1.5419 2.8181 -2.3400
H -2.5758 1.9778 -2.2282
O -2.0926 -1.0872 2.1511
H -3.0515 -0.9858 2.1860
H -1.4989 -1.1415 2.9425
O -0.4099 -1.1891 -1.7989
H -0.5750 -0.6617 -2.5615
H -0.3265 -0.5740 -0.4570
O -2.5707 -2.0473 -0.9622
H -1.5493 -1.6997 -1.3872
H -3.1550 -2.5497 -1.5383
O 2.2053 3.3823 1.0087
H 1.4012 3.5105 0.4159
H 2.7091 2.5903 0.7283
O 0.0127 3.3378 2.5289
H 0.8928 3.3845 2.0619
H -0.5797 3.0225 1.8297
O 3.7431 0.2873 -1.6872
H 3.0719 -0.4118 -1.6212
H 4.4561 -0.1532 -1.2085
O 2.1683 1.1335 -3.9268
H 3.0032 1.0087 -3.3635
H 1.5393 1.1550 -3.1888
O 0.9747 -3.0565 1.5752
H 1.2344 -3.8282 1.0405
H -0.0198 -3.1723 1.5656
```

Results
* E_LUMO (spin up / spin down): -1.1 / -7.3 eV
* HOMO level (spin up / spin down): -0.3701 / -0.3701 Ha
* <S²>: 0.7547
* multiplicity: 2
* energy relative to the best compared isomer or geometry (same formula, charge and spin): 44.04 kJ/mol
* maximum force: 3.2 eV/A

---

4 unconnected molecules or ions with the total composition C2H14N2O3 at a distorted geometry. Source: the Open Molecules 2025 dataset; level of theory: ωB97M-V/def2-TZVPD.

The geometry in XYZ format:
```
21
C2H14N2O3 | the Open Molecules 2025 dataset | ωB97M-V/def2-TZVPD
C 1.8402 1.3399 1.4202
N 1.2532 0.1421 0.7953
C -0.0554 0.3051 0.2444
N -0.8398 -0.9482 0.4465
H 2.9240 1.2678 1.4054
H 1.4654 1.4643 2.4389
H 1.5196 2.1529 0.7740
H 1.2487 -0.7036 1.3508
H -0.7199 1.0891 0.6469
H -0.0487 0.4826 -0.8382
H -1.0668 -0.9456 1.4343
H -1.7401 -0.8757 -0.0092
O 2.2014 -2.4011 -0.8220
H 2.6196 -1.6474 -1.2452
H 1.5031 -2.0352 -0.2743
O -1.2392 3.1686 -3.1099
H -1.0549 4.1094 -2.9908
H -1.6822 3.1852 -3.9680
O -2.8678 -3.3311 1.0152
H -2.0485 -2.8268 1.0923
H -3.2120 -2.9925 0.1933
```

Results
* E_LUMO: 0.6 eV
* HOMO level: -0.3307 Ha
* energy relative to the best compared isomer or geometry (same formula, charge and spin): 140.42 kJ/mol
* maximum force: 2.2 eV/A